Version 1
Density functional theory data (wB97M-V/def2-TZVPD) for a structure of composition C29H29CsN10O6SSe3Te.

XYZ file:
```
80
Properties=species:S:1:pos:R:3:lowdin_charge:R:1
N 3.95370 0.69345 -4.46404 0.132
H 0.70832 2.68802 -3.12961 0.069
H 5.16487 0.91356 4.77332 0.106
H 3.02180 3.25091 -0.64914 0.077
H 3.32974 4.61291 0.44339 0.078
O 7.22543 -0.90315 2.04370 0.078
H 4.96481 -1.58120 0.60476 0.123
C -1.04446 2.10109 2.65869 -0.297
C 5.32251 0.66260 -1.29000 -0.014
C 3.59968 3.58358 0.21384 -0.090
N -2.27938 3.52387 1.50674 0.126
H -0.19304 4.85558 -3.95497 0.102
H 8.43989 1.78392 -0.58538 0.101
Se -1.25970 -0.16775 5.38661 -0.309
N -0.11933 2.90247 -1.24189 0.112
C 5.37250 -4.14370 -5.10014 -0.110
C 3.56668 2.24767 4.20141 -0.195
H 0.84564 -0.76448 2.90964 0.081
C 4.12261 0.85463 4.48466 -0.120
H 3.51608 1.63127 1.17197 0.076
H 3.56057 0.41930 5.31238 0.138
H -2.97377 2.63020 3.24656 0.116
O 6.74439 -0.38623 4.08484 0.058
C 5.05835 -0.55980 2.55348 -0.160
N 3.14654 -0.87223 1.48324 0.075
H 4.65680 3.54426 -0.04766 0.072
H -1.94922 5.54241 -0.28765 0.107
C -0.39320 4.53175 -2.94069 -0.122
C 7.80016 0.99789 -2.48078 -0.087
C 5.49553 0.27939 -2.61436 -0.138
H 8.76774 1.12208 -2.95245 0.095
Se -2.90894 -2.90661 0.90740 -0.526
C 2.89682 -0.29473 2.64539 -0.352
H 1.16976 0.93551 2.61826 0.032
H 6.90379 0.13157 -4.22470 0.119
H 5.49654 -2.37927 -2.21154 0.118
N -0.34965 2.36099 1.56559 0.088
H 2.48754 2.25546 4.05010 0.096
C 3.03278 -0.40872 -2.66796 -0.538
Se -3.24398 -0.24685 4.15134 -0.359
H 3.78695 2.89927 5.04807 0.112
C 5.30998 -2.60392 -3.25337 -0.019
C -1.35269 4.91251 -0.93566 -0.089
H 4.59833 -3.39668 -6.95521 0.093
H 4.35842 0.52375 -0.81697 0.095
N 2.17121 0.53942 -3.03465 0.127
C 1.54149 0.04545 3.12929 -0.060
N -2.18106 2.80180 2.64150 0.017
C 7.61763 1.37149 -1.15607 -0.083
O 2.27956 2.26290 -4.58941 0.008
S 4.27911 3.12043 2.80550 0.666
H 4.03006 -1.17068 -6.02632 0.107
C 4.48300 -1.09759 1.43673 -0.038
C 3.28616 2.67352 1.39426 -0.281
C 4.80350 -3.17777 -5.91417 -0.096
C 4.48582 -1.92589 -5.39990 -0.025
N 4.03900 -0.04432 3.33471 0.056
O 5.62642 2.62688 2.60900 -0.316
C 5.62173 -3.85213 -3.76416 -0.082
Te -2.82800 -0.55499 1.62680 -0.002
C 6.37764 1.20024 -0.56128 -0.069
C 0.10907 3.31944 -2.48346 -0.097
H 2.23771 2.75870 1.69215 0.083
N 6.43462 -0.61514 2.92325 -0.334
C 2.73279 1.26078 -4.05839 -0.561
C -1.15150 3.22553 0.89376 -0.350
C 4.36688 -0.28127 -3.47512 -0.291
H 1.49262 0.20437 4.20394 0.042
H -0.82415 1.42816 3.48618 -0.028
C -0.84996 3.70362 -0.46424 -0.207
N -1.12620 5.33457 -2.17455 0.067
H 6.23659 1.47963 0.47646 0.083
O 4.07473 4.52461 3.06972 -0.317
C 6.74978 0.45009 -3.19886 -0.037
H 6.05669 -4.60316 -3.11632 0.098
Cs 0.62760 -0.31179 -0.36579 0.839
H 5.61619 -5.12086 -5.49882 0.091
H 4.62947 1.35982 -4.80609 0.138
C 4.74026 -1.62734 -4.06850 -0.147
O 2.88625 -1.27823 -1.80960 -0.146
```

Calculated values
* 2S+1: 1
* LUMO: 3.105 eV
* highest occupied orbital energy: -1.2116 eV
* molar mass: 1143.067 Da
* total charge: -2
* orbital gap: 4.316 eV

Version 2
Density functional theory data (wB97M-V/def2-TZVPD) for a structure of composition C29H29CsN10O6SSe3Te.

XYZ file:
```
80
Properties=species:S:1:pos:R:3:lowdin_charge:R:1
C 0.75196 4.23625 4.18915 -0.179
C -3.68719 -5.32926 -5.02213 -0.095
N -1.06965 -1.36427 -4.19901 0.124
H 1.37484 5.18992 0.35785 0.091
C -3.64187 -3.58300 -6.65658 -0.097
C 0.55466 -4.64397 -4.97746 -0.032
Se 3.04067 0.97594 1.39656 -0.236
C 3.91026 4.26964 2.97293 -0.209
H -0.30640 -5.29111 -5.07621 0.101
C -2.51390 -2.76461 0.52920 -0.127
C 4.00090 1.51656 6.13492 -0.116
C -3.49738 1.91562 3.01357 -0.117
N -3.19637 0.82788 2.31440 0.133
H -4.97900 -5.26442 -6.73930 0.088
C 2.75080 5.25960 2.97268 -0.125
N -5.21997 0.82314 4.23222 0.068
H 3.62812 -2.34679 -4.61775 0.062
C -0.24376 3.39443 3.78590 -0.056
H -4.73539 2.80946 4.53230 0.099
C 2.92856 -4.31284 -5.20153 -0.104
Se 4.15510 2.03492 -0.39229 -0.286
H 2.83337 5.95741 3.80098 0.106
C -2.66312 -4.70544 -4.32046 -0.040
N -4.35200 -2.53823 1.75459 0.101
C -4.91597 -0.26302 3.53539 -0.083
H 4.05448 1.50220 3.93344 0.024
Te 2.52467 1.95842 -2.36486 0.040
O 0.41408 4.27970 6.42001 0.066
H 1.90973 -6.14211 -5.68447 0.089
Se 3.70876 0.75121 -4.17625 -0.459
H -2.22300 -2.02048 -6.31494 0.109
H 4.80943 4.74955 2.58578 0.111
N -0.81159 -1.71491 -1.94933 0.127
H -5.47965 -1.16634 3.73259 0.106
C -0.88417 -0.77191 -2.94326 -0.618
C 1.80961 -5.12526 -5.32185 -0.102
H 0.54495 3.68762 -0.04663 0.050
H 3.59387 2.13796 6.93250 0.072
H 2.59742 2.21796 4.61554 0.090
H 1.47396 -1.51812 -4.01490 0.082
C -4.50291 1.91417 3.96767 -0.131
C -0.96881 -2.80394 -4.06496 -0.272
C 0.82991 3.97396 2.02338 -0.346
C -3.57012 -1.47621 1.80408 -0.341
N -2.43419 -1.56984 1.07242 0.088
H 3.90885 -4.69003 -5.46821 0.091
C 3.67134 2.09426 4.76766 -0.330
S 4.39179 3.70481 4.60483 0.646
H 3.56871 0.51919 6.21408 0.075
C -2.11754 -3.50727 -4.77707 -0.138
C -2.62313 -2.95817 -5.95288 -0.025
H 3.71451 3.37106 2.36578 -0.001
O -0.83507 0.44264 -2.79848 -0.132
C 0.39928 -3.34130 -4.50960 -0.118
H 2.23970 3.63871 0.44538 -0.038
O 3.77971 4.57710 5.58931 -0.329
H -2.27639 -5.13310 -3.40637 0.102
H -4.01873 -4.24745 0.66992 0.149
Cs -0.33084 0.69510 0.11686 0.734
N -0.20191 3.24811 2.43727 0.101
H -2.91464 2.80516 2.80038 0.092
N -3.65349 -3.35018 0.93437 0.022
N 0.82908 4.89633 5.45194 -0.351
O 1.22998 6.04608 5.48176 0.067
C 2.78362 -3.01552 -4.73314 -0.076
H 2.77352 5.82059 2.03969 0.125
C 1.27803 4.13406 0.61946 -0.057
N 1.43629 4.62220 3.05450 0.056
H 5.07935 1.43533 6.26874 0.073
H -0.58563 -0.89607 -4.95114 0.143
H -1.00136 2.94458 4.40631 0.111
O -1.15774 -3.98975 -1.91605 -0.019
H -4.01755 -3.13344 -7.56808 0.093
H -1.81751 -3.21729 -0.17067 0.093
O 5.83040 3.56570 4.61437 -0.326
C -3.90397 -0.26743 2.57445 -0.200
C 1.52867 -2.53529 -4.38745 -0.016
H -4.10005 -6.25854 -4.64654 0.093
C -4.18109 -4.77499 -6.19343 -0.118
C -1.00989 -2.91265 -2.50386 -0.448
```

Calculated values
* 2S+1: 1
* LUMO: 3.347 eV
* highest occupied orbital energy: -0.9444 eV
* molar mass: 1143.067 Da
* total charge: -2
* orbital gap: 4.291 eV

version 1 (34.2 kJ/mol below the next structure)

Version 1
Density functional theory data (wB97M-V/def2-TZVPD) for a cluster of 2 separate species, C4H9O3 in total.

XYZ file:
```
16
Properties=species:S:1:pos:R:3:lowdin_charge:R:1
C -1.27162 -0.08568 1.15120 -0.668
O -0.08644 -0.39016 0.83272 -0.111
C 2.26581 -0.09078 -1.16962 -0.324
H -2.49079 -0.77414 -0.55967 0.054
O -1.89513 0.02631 2.24334 -0.093
H 1.22779 -0.61755 -3.07153 -0.005
H 0.49920 -1.35065 -1.50090 0.094
H 1.22580 0.36953 0.43298 0.035
H -1.45478 0.73269 -0.83841 0.049
H -3.02011 0.80799 0.12994 0.004
O 1.94120 0.81483 -0.13829 -0.157
H 0.35107 0.44216 -1.87607 0.060
C 0.98084 -0.46758 -2.09964 -0.079
H 2.35303 -1.00562 -0.67482 0.061
C -2.22267 0.22691 -0.17253 -0.029
H 3.11759 0.29043 -1.80007 0.108
```

Calculated values
* 2S+1: 1
* LUMO: 4.056 eV
* highest occupied orbital energy: -4.2801 eV
* molar mass: 105.113 Da
* total charge: -1
* orbital gap: 8.336 eV

Version 2
Density functional theory data (wB97M-V/def2-TZVPD) for a structure of composition C4H9O3.

XYZ file:
```
16
Properties=species:S:1:pos:R:3:lowdin_charge:R:1
H -2.72172 -0.70976 1.19647 0.090
H 0.01599 0.54915 -0.25276 0.197
H -0.34552 1.95106 -1.97471 -0.111
C -0.32650 -0.75348 0.15084 -0.032
H -1.85142 0.84352 0.94422 0.084
O 1.76956 0.28258 0.77086 -0.118
H 0.52292 -0.08523 -1.98490 0.029
O 1.39897 -0.31188 -1.54766 -0.035
O -0.73510 1.08279 -2.13997 -0.501
H -0.46281 -1.42767 2.17007 0.109
C -0.59609 -0.50271 1.62007 -0.263
H -1.04070 -1.15975 -0.53393 0.124
H -2.33197 0.46628 2.52823 0.045
H 0.29677 0.00202 1.80709 0.063
C 0.98856 -0.22211 -0.17159 -0.563
C -1.99082 0.00203 1.63974 -0.117
```

Calculated values
* 2S+1: 1
* LUMO: 3.899 eV
* highest occupied orbital energy: -3.7466 eV
* molar mass: 105.113 Da
* total charge: -1
* orbital gap: 7.645 eV

Version 3
Density functional theory data (wB97M-V/def2-TZVPD) for a cluster of 2 separate species, C4H9O3 in total.

XYZ file:
```
16
Properties=species:S:1:pos:R:3:lowdin_charge:R:1
H -1.14930 -0.25956 -0.45921 0.119
C 1.72140 -2.00241 0.80429 -0.051
H 2.47747 -2.10921 1.58285 0.054
H -2.41993 2.28415 -1.17298 0.045
O -0.66336 -1.78862 1.07149 -0.075
O 0.65940 -0.08693 1.66970 -0.153
H 1.63032 -2.66733 -0.04457 0.055
H 0.93384 0.49855 -0.14543 0.055
O 0.52730 0.85871 -0.98130 -0.129
H -2.11268 1.86967 0.41737 0.043
H -1.02225 0.56920 -2.14989 0.093
H 2.27615 -1.09240 0.32649 0.083
C -1.63250 1.87322 -0.52859 -0.099
C -0.84578 0.67933 -1.08342 -0.353
H -0.83361 2.68358 -0.61181 0.087
C 0.45353 -1.30995 1.30500 -0.775
```

Calculated values
* 2S+1: 1
* LUMO: 4.154 eV
* highest occupied orbital energy: -4.2813 eV
* molar mass: 105.113 Da
* total charge: -1
* orbital gap: 8.435 eV

Version 4
Density functional theory data (wB97M-V/def2-TZVPD) for a cluster of 2 separate species, C4H9O3 in total.

XYZ file:
```
16
Properties=species:S:1:pos:R:3:lowdin_charge:R:1
H -0.81378 -1.11802 1.76730 0.087
O 1.95205 0.38863 -3.19882 -0.041
C 1.23803 0.12858 -2.25777 -0.722
C -0.80886 -0.01567 1.95178 -0.116
H 2.14613 -0.56552 -0.13895 0.067
H -2.85899 0.65593 1.42146 0.099
H -0.81301 0.48556 -0.75973 0.128
C -1.80016 0.66182 1.09065 -0.510
H -1.69307 1.83232 1.19867 0.120
H 0.25163 0.48044 1.87383 0.109
H -0.97446 0.15290 2.94407 0.011
C 1.84009 -1.05234 -1.17671 -0.050
H 1.13314 -1.86254 -0.90671 0.027
O 0.26291 0.79884 -1.83097 -0.092
H 2.75217 -1.35965 -1.77485 0.041
O -1.81382 0.38872 -0.20321 -0.158
```

Calculated values
* 2S+1: 1
* LUMO: 3.920 eV
* highest occupied orbital energy: -4.7161 eV
* molar mass: 105.113 Da
* total charge: -1
* orbital gap: 8.636 eV

version 3 (8.2 kJ/mol below the next structure)

Version 1
Density functional theory data (wB97M-V/def2-TZVPD) for a cluster of 2 separate species, C4H9O3 in total.

XYZ file:
```
16
Properties=species:S:1:pos:R:3:lowdin_charge:R:1
H 2.08262 1.53010 -1.75204 0.053
O 1.66263 2.45064 0.44584 -0.080
C 1.34617 0.81349 -1.24841 -0.081
H 0.36105 1.15174 -1.49780 -0.009
O 2.08381 0.24885 1.13366 -0.122
H 1.25900 -0.29501 -1.37958 0.020
O -1.79391 -0.34754 1.86333 -0.151
C -1.49883 -0.19879 0.43692 -0.306
C -0.91825 -1.46325 -0.15108 -0.095
H -0.79318 0.82314 0.42807 0.148
C 1.72836 1.23396 0.41904 -0.747
H 0.14210 -1.41978 0.20139 0.090
H -1.07635 -2.34012 0.17207 -0.015
H -0.94558 -0.86142 2.08086 0.102
H -2.49637 0.22096 0.05024 0.113
H -1.14328 -1.54698 -1.20250 0.081
```

Calculated values
* 2S+1: 1
* LUMO: 3.793 eV
* highest occupied orbital energy: -3.5093 eV
* molar mass: 105.113 Da
* total charge: -1
* orbital gap: 7.302 eV

Version 2
Density functional theory data (wB97M-V/def2-TZVPD) for a cluster of 2 separate species, C4H9O3 in total.

XYZ file:
```
16
Properties=species:S:1:pos:R:3:lowdin_charge:R:1
H -1.26130 0.33142 -0.25540 0.022
H 0.95019 1.22802 0.13109 0.044
C -1.00484 1.88845 0.99624 -0.362
C 0.41564 -1.51250 -0.44065 -0.732
O -0.27832 -0.61617 -0.98604 -0.088
O -1.78198 1.07945 0.17846 -0.130
O 1.06280 -1.32502 0.62148 -0.076
C 0.53471 -2.85931 -1.16814 -0.048
C 0.43060 2.10537 0.50145 -0.111
H -0.74494 1.35390 1.95737 0.102
H 0.63372 2.94617 -0.17062 0.053
H 1.19712 -2.78231 -2.04105 0.064
H 1.07035 2.23908 1.40279 0.065
H -0.48734 -3.13000 -1.44930 0.057
H -1.56369 2.76876 1.28239 0.088
H 0.82729 -3.71530 -0.56007 0.051
```

Calculated values
* 2S+1: 1
* LUMO: 4.268 eV
* highest occupied orbital energy: -4.4573 eV
* molar mass: 105.113 Da
* total charge: -1
* orbital gap: 8.725 eV

version 2 (230.4 kJ/mol below the next structure)